{
  "formula": "C30H73N7O16S3",
  "method": "ωB97M-V with the def2-TZVPD basis set",
  "symbols": ["S", "S", "S", "O", "O", "O", "O", "O", "O", "O", "O", "O", "O", "O", "O", "O", "O", "O", "O", "N", "N", "N", "N", "N", "N", "N", "C", "C", "C", "C", "C", "C", "C", "C", "C", "C", "C", "C", "C", "C", "C", "C", "C", "C", "C", "C", "C", "C", "C", "C", "C", "C", "C", "C", "C", "C", "H", "H", "H", "H", "H", "H", "H", "H", "H", "H", "H", "H", "H", "H", "H", "H", "H", "H", "H", "H", "H", "H", "H", "H", "H", "H", "H", "H", "H", "H", "H", "H", "H", "H", "H", "H", "H", "H", "H", "H", "H", "H", "H", "H", "H", "H", "H", "H", "H", "H", "H", "H", "H", "H", "H", "H", "H", "H", "H", "H", "H", "H", "H", "H", "H", "H", "H", "H", "H", "H", "H", "H", "H"],
  "xyz": [[-4.7052, -1.1377, 1.4263], [3.9773, -1.9391, 3.6540], [5.9280, 5.1946, -3.6792], [3.7133, -0.7136, 2.9682], [-1.1966, 0.1379, -3.5070], [-5.9080, -1.9145, 2.0269], [4.4519, -1.8860, 5.0309], [7.1837, 5.0234, -4.3532], [5.5452, 6.4997, -3.2612], [6.0428, 4.2402, -2.3856], [-0.8513, -4.2678, -4.7666], [-0.4885, -0.1299, -0.5859], [2.7087, -2.8517, 3.6168], [-5.2091, 0.1382, 1.0482], [2.0516, 4.7850, -3.3376], [0.5898, 2.0551, 2.2457], [-1.6452, 5.2688, 0.0851], [-4.2210, -4.9641, 0.0538], [-3.6545, -1.1347, 2.4197], [-0.1460, 2.1522, -3.7691], [0.1187, 5.2822, -2.3833], [1.5771, -0.3756, 0.2539], [-0.4811, -2.7383, -3.1318], [-3.1972, -6.9353, -0.3954], [-1.8923, 3.2996, 1.2368], [1.9944, 1.6651, 3.9130], [1.7069, 4.0460, -1.1091], [-6.6419, -4.0627, 2.8462], [0.9242, 1.5981, -4.5627], [5.5120, 4.0375, -0.0265], [-2.2257, 2.0721, -2.5926], [-5.4374, -3.2900, 2.4452], [0.8737, 1.3932, 3.2140], [-2.3550, 4.4516, 0.6899], [-3.2132, -5.6476, 0.0679], [4.6448, 4.4532, -4.6549], [2.1070, 0.7539, -0.5355], [-0.1624, -1.9510, 0.9468], [0.0063, 0.1892, 3.6049], [-2.0609, -7.8012, -0.7846], [-4.3219, -1.9141, -0.1401], [1.4607, -4.5420, 4.6772], [-1.8793, -5.0780, 0.5070], [-2.6627, 2.4397, 2.1585], [-1.2355, -3.3062, -4.1300], [-3.8669, 4.7447, 0.9210], [4.9374, 4.1710, -1.4534], [1.9872, -3.1363, 4.8674], [5.0839, -2.9492, 2.6526], [-1.1389, 1.3358, -3.3232], [-2.5502, -2.6705, -4.1894], [2.0677, 1.3166, 5.3178], [-0.2622, 6.0692, -3.5624], [0.2861, -0.7087, 0.1320], [0.9440, -3.0471, -2.9146], [1.3690, 4.7236, -2.3687], [-4.2028, 4.5504, 1.9143], [-0.8443, -1.9500, -2.6570], [-1.1041, 5.7162, -4.0419], [4.3643, 3.2462, -1.7703], [-0.5296, -0.1041, 2.7160], [4.5604, 5.1982, -5.4981], [-2.8373, -2.1256, -3.3183], [5.0923, 3.5470, -5.0717], [-5.0642, -3.7541, 1.6188], [4.7191, 3.8847, 0.6935], [0.5671, -4.6083, 4.0819], [1.2906, -2.3461, 4.9953], [-3.9649, -2.9091, -0.0668], [1.3156, 0.6174, 5.6395], [-2.1071, -4.3070, 1.2223], [-3.1140, 1.8914, -3.1153], [-0.3335, 3.1131, -3.7932], [-2.3223, 1.6056, -1.5748], [2.9609, 0.7156, 5.4355], [-7.1358, -3.6852, 3.7833], [-1.2929, -5.8484, 1.0329], [-3.5726, -1.1664, -0.5762], [-0.8772, 3.1902, 1.0866], [-2.0764, 1.5956, 2.4128], [-1.3910, -7.3486, -1.5473], [-6.3921, -5.0999, 3.0874], [-3.5351, 1.9632, 1.7406], [2.7635, 3.7336, -1.0368], [1.6261, 2.4299, -4.6451], [2.7096, 1.3648, 0.1142], [-0.6535, -2.6871, 0.3153], [1.4878, 4.5602, -0.1651], [-0.4577, 5.0792, -1.5561], [2.7078, 2.3099, 3.5892], [1.1930, -4.0284, -3.2244], [2.2126, -5.1944, 4.2575], [6.0060, -2.4222, 2.3314], [-3.2748, -3.4607, -4.3857], [-5.3390, -1.7825, -0.5836], [-4.1333, -7.3254, -0.5115], [0.6318, 1.3002, -5.5407], [2.9228, 0.3629, -1.1524], [1.3625, 0.6917, -4.1131], [-0.8761, -1.6868, 1.6675], [6.1309, 3.1912, 0.1361], [1.1486, 3.0504, -1.0406], [1.2653, 1.1720, -1.0357], [-4.4954, 4.1434, 0.2589], [-3.9507, 5.8214, 0.6391], [0.6642, -2.4323, 1.3969], [-0.5140, 0.3771, 4.5455], [0.6851, -0.6173, 3.8387], [-1.4738, -8.0095, 0.1282], [4.4781, -3.2948, 1.7497], [-0.4300, 7.1451, -3.3118], [1.2330, -4.9620, 5.6527], [1.9166, 2.1563, 5.9371], [2.7041, -3.0777, 5.6931], [-2.5030, -8.7291, -1.2314], [0.6385, 6.0600, -4.2473], [4.3149, 5.1010, -1.6288], [2.1098, -0.7381, 1.0450], [1.2588, -2.8685, -1.9233], [5.9839, 5.0071, 0.2232], [3.7319, 4.2253, -4.0880], [-4.7006, -3.1349, 3.2400], [-2.0657, 3.1409, -2.4234], [-1.3059, -4.6284, -0.2902], [-7.3669, -4.1719, 2.0365], [-2.9553, 2.9778, 3.0806], [5.3488, -3.7473, 3.2790], [-2.6882, -2.0198, -5.0443], [1.5921, -2.4088, -3.5300]],
  "forces_ev_per_a": [[1.007, 1.442, 0.371], [1.693, 0.069, 1.057], [0.815, -0.868, 0.133], [-0.245, 0.083, -0.245], [0.401, -0.329, -0.222], [0.181, -1.805, 0.188], [-0.306, 0.037, -1.437], [-0.516, -0.058, 0.211], [-0.480, 0.417, 0.261], [0.216, 0.192, -0.339], [-0.100, -0.021, -0.504], [-0.938, 0.590, -0.866], [-0.321, 0.040, -0.060], [-0.457, 0.694, -0.183], [2.589, -0.312, -2.235], [-0.375, 0.517, -1.495], [-0.293, -1.010, 0.121], [-0.433, -0.359, 0.380], [0.285, -0.584, -0.674], [-0.044, -2.539, 0.050], [0.244, -0.362, 0.095], [0.891, 0.351, 0.186], [1.466, -1.349, -0.104], [-0.691, -0.195, -0.093], [0.204, 0.595, -0.561], [-0.340, -0.525, 1.335], [0.417, -2.617, 1.787], [-1.210, -0.501, 1.492], [0.751, 0.597, 0.604], [-1.059, 1.682, -0.637], [0.870, -0.315, 2.139], [-1.682, 1.770, 2.036], [0.029, 0.028, -0.132], [-0.998, 0.028, 0.697], [1.231, -0.482, -1.195], [0.781, 0.315, -0.873], [1.432, -2.049, 1.206], [0.476, 0.516, -1.681], [1.465, 0.593, 0.427], [-0.310, 0.189, 0.278], [-0.276, 2.569, 0.193], [-0.245, 0.113, 0.893], [-0.237, -0.782, 0.786], [0.187, 0.887, -0.052], [1.647, 0.248, 1.707], [1.221, 1.048, -1.493], [-0.296, -0.378, -0.574], [1.302, -0.985, -0.375], [-1.060, 0.968, -1.624], [-0.378, 1.171, 0.208], [-1.967, -0.558, -1.361], [0.615, -1.574, -0.899], [2.638, 1.643, 1.080], [-0.346, -1.690, 1.118], [-0.704, 1.212, -1.582], [-3.154, 0.889, 1.635], [-0.056, 0.014, 0.783], [-0.227, 0.965, 0.171], [-1.827, -0.950, -1.048], [0.504, 1.069, 0.455], [-0.725, 0.304, 0.338], [-0.457, -0.802, 0.923], [0.010, 0.344, 0.610], [-0.058, 0.064, 0.094], [1.516, -1.026, -2.198], [-0.596, 0.201, 0.071], [-0.311, 0.149, -0.370], [-0.998, 0.389, 0.094], [0.173, -0.817, -0.072], [-0.673, -0.189, -0.387], [-0.044, 0.415, 0.284], [-1.516, -0.104, -0.699], [-0.008, 1.331, 0.068], [0.068, 0.309, -0.894], [0.662, 0.511, 0.745], [0.332, -0.057, -1.052], [0.020, 0.286, -0.365], [-1.022, -1.190, 0.380], [-0.833, -0.493, 0.627], [0.943, -0.534, 0.392], [-0.574, -0.075, 0.473], [0.430, 0.074, -0.023], [-0.492, 0.372, -0.585], [-0.825, 0.375, -0.325], [0.455, -0.453, -0.100], [-0.589, 1.005, 0.525], [0.096, 0.268, -0.402], [-0.284, 0.263, -0.493], [-0.113, 0.804, -0.536], [-0.742, -0.019, -0.273], [-0.156, -1.161, -0.112], [0.329, 0.040, -0.215], [-0.847, 0.036, 0.318], [-0.150, -0.119, 0.220], [1.058, -0.475, -0.276], [0.514, 0.305, -0.246], [-0.543, -0.155, -0.967], [-0.604, -0.081, -0.834], [-0.110, 0.605, 0.200], [-1.023, 0.470, 1.043], [1.009, -0.565, -0.387], [0.430, 1.544, -0.224], [-0.110, 0.528, -0.481], [0.185, 0.015, -0.082], [-0.309, -0.875, 0.379], [0.955, -0.514, 0.711], [-0.667, 0.007, -0.516], [0.314, -0.449, 0.026], [-0.092, -0.330, -0.595], [0.912, 0.445, 1.219], [0.017, -0.808, 0.060], [-0.198, -0.023, 0.192], [0.525, 1.059, 0.876], [-0.106, -0.114, -0.250], [0.569, 0.793, 0.617], [-1.253, -0.139, 0.691], [0.536, -1.124, 0.592], [-0.185, 0.193, -0.495], [-0.036, 0.056, 1.355], [0.130, -0.740, 0.003], [0.344, 0.581, -0.313], [-0.209, -0.164, -0.224], [0.089, -0.116, -0.286], [0.071, -0.144, -0.446], [0.014, 0.442, 0.066], [0.226, -0.213, -0.423], [0.321, -1.320, 0.689], [0.436, 0.313, -0.193], [-0.215, 0.146, -0.077]],
  "homo_lumo_gap_ev": 8.942,
  "energy_ev": -107990.5796,
  "fmax_ha_per_bohr": 0.071,
  "homo_ha": -0.3333
}



{
  "formula": "C30H73N9O8PS",
  "method": "ωB97M-V with the def2-TZVPD basis set",
  "symbols": ["S", "P", "O", "O", "O", "O", "O", "O", "O", "O", "N", "N", "N", "N", "N", "N", "N", "N", "N", "C", "C", "C", "C", "C", "C", "C", "C", "C", "C", "C", "C", "C", "C", "C", "C", "C", "C", "C", "C", "C", "C", "C", "C", "C", "C", "C", "C", "C", "C", "H", "H", "H", "H", "H", "H", "H", "H", "H", "H", "H", "H", "H", "H", "H", "H", "H", "H", "H", "H", "H", "H", "H", "H", "H", "H", "H", "H", "H", "H", "H", "H", "H", "H", "H", "H", "H", "H", "H", "H", "H", "H", "H", "H", "H", "H", "H", "H", "H", "H", "H", "H", "H", "H", "H", "H", "H", "H", "H", "H", "H", "H", "H", "H", "H", "H", "H", "H", "H", "H", "H", "H", "H"],
  "xyz": [[1.3101, 5.2539, -1.9009], [-1.3403, 4.5399, -0.4400], [4.6500, 0.0026, 5.4922], [-7.7792, 2.5480, 5.0813], [-4.0304, 2.4303, 2.1275], [-1.8993, -5.5771, -4.9403], [-1.6197, -1.1616, 5.3563], [1.3033, -2.0222, -0.0505], [4.4913, -5.2934, 0.8868], [4.6468, 2.8843, -3.7218], [-9.6043, 1.2563, 4.9922], [4.4540, 2.0614, 4.6387], [6.7281, -5.3729, 0.9074], [-1.2188, 1.9218, -1.4165], [4.5859, 4.9229, -4.6371], [0.3179, -3.2156, -1.6716], [-4.5802, 0.3594, 2.7673], [-0.4775, -5.4785, -6.6659], [-1.0427, -0.8632, 3.2164], [3.2766, 3.9107, -0.3243], [0.0646, -4.3784, -2.5059], [-0.0032, -5.0829, -7.9793], [4.2395, 3.0571, 3.6078], [2.0906, -4.2657, -0.3367], [-8.5291, 1.9320, 2.8937], [-4.9991, -0.6914, 3.6780], [-0.1736, -0.8874, 2.0501], [5.5139, -5.9172, 0.6383], [4.1925, 0.1245, 3.1506], [-1.6510, -5.1565, -6.0598], [-1.4620, 3.3001, -1.8320], [-10.6616, 0.4855, 4.3636], [4.5694, 3.5705, -4.7336], [0.1470, 5.6595, -0.5439], [0.6082, -1.8149, 4.7637], [4.4502, 0.7052, 4.5170], [-8.5965, 1.9443, 4.3994], [-2.6115, -4.2765, -6.8168], [-4.6900, 2.1620, 4.4189], [-2.9056, 5.5286, -0.3902], [-2.2705, 1.4836, -0.4986], [-4.4092, 1.6792, 3.0251], [4.4528, 2.9645, -6.1069], [4.5028, 5.9080, -5.7009], [5.4832, -7.2961, 0.0329], [-0.7651, -1.2626, 4.4879], [1.2193, -3.0821, -0.6638], [2.1860, 3.7116, -1.4271], [8.0423, -5.9484, 0.6878], [-7.6745, 2.5224, 2.5728], [-5.9090, -1.1575, 3.2943], [4.2322, 3.5653, -0.7332], [4.4493, -7.5914, -0.1218], [5.3964, 6.5335, -5.6781], [-0.2274, -2.3851, -1.8349], [4.9608, 0.4503, 2.4476], [-3.5684, 5.1924, -1.1964], [-4.3779, 0.1085, 1.8128], [-2.1522, -3.3109, -7.0340], [-9.4332, 2.3703, 2.4694], [1.4854, 2.9213, -1.1288], [4.6664, 5.2526, -3.6885], [4.2202, -0.9596, 3.2138], [8.6093, -5.2992, 0.0182], [-5.1832, -0.3122, 4.6770], [-0.6341, -1.5007, 1.2788], [3.6294, 6.5409, -5.5338], [7.9777, -6.9393, 0.2511], [-1.9796, -0.5075, 3.1069], [3.2065, 0.4261, 2.7914], [0.8065, -1.2856, 2.2782], [-2.7445, 6.6015, -0.5290], [-2.3477, 2.0943, 0.4164], [-0.3339, 1.9222, -0.9212], [3.5204, 3.2743, -6.5809], [5.2998, 3.2616, -6.7263], [1.4757, -5.1144, -0.0335], [3.3786, 3.6729, 3.8787], [-10.5797, 0.5006, 3.2819], [-2.0451, 0.4570, -0.1899], [4.0590, 2.5982, 2.6409], [3.3343, 4.9536, -0.0005], [3.0567, 3.2560, 0.5288], [5.9533, -8.0162, 0.7039], [2.7498, -4.0099, 0.4802], [-4.2076, -1.4410, 3.7194], [0.2370, -4.1103, -3.5495], [2.6994, -4.5376, -1.1992], [-10.6058, -0.5472, 4.7118], [-3.2619, 1.4793, -0.9672], [1.3694, -1.0642, 4.5453], [4.4530, 1.8821, -6.0167], [-0.0678, 0.1340, 1.6722], [0.7840, -2.7079, 4.1622], [-9.5862, 1.3091, 5.9981], [8.5680, -6.0122, 1.6419], [-11.6276, 0.9013, 4.6545], [0.6795, -2.0847, 5.8132], [-4.0298, 1.6626, 5.1309], [-3.4945, -4.1112, -6.2064], [0.9375, -4.5398, -7.8711], [0.6400, 5.6769, 0.4360], [-0.8531, 3.5661, -2.7038], [6.6724, -4.4518, 1.3110], [-0.2130, 6.6733, -0.7534], [-0.7214, -4.4508, -8.4906], [-4.5086, 3.2319, 4.4688], [-3.4166, 5.3003, 0.5520], [4.4214, 5.4394, -6.6756], [5.1208, 3.6983, 3.5399], [0.1133, -6.0692, -6.1036], [-2.5041, 3.3392, -2.1857], [0.1759, -5.9770, -8.5787], [4.6319, 2.3778, 5.5782], [-1.2642, 3.8120, 0.7685], [-5.7331, 1.9760, 4.6794], [5.9942, -7.2996, -0.9309], [-0.9767, -4.6789, -2.3907], [0.7076, -5.2104, -2.2398], [-2.9170, -4.7587, -7.7463], [2.7053, 3.3313, -2.3295], [-8.4048, 0.9117, 2.5269]],
  "forces_ev_per_a": [[-0.048, -0.171, -0.110], [-0.468, 0.706, -0.498], [-0.041, -0.021, -0.095], [-0.030, -0.025, -0.119], [0.139, 0.200, -0.248], [-0.034, 0.108, 0.015], [0.014, -0.034, -0.007], [0.078, 0.027, -0.158], [0.191, -0.222, 0.005], [-0.171, -0.019, 0.034], [0.147, 0.061, -0.340], [-0.079, -0.091, -0.275], [-0.124, -0.285, -0.164], [-0.192, 1.008, 0.188], [-0.120, -0.160, -0.205], [0.312, -0.111, 0.281], [0.047, 0.335, 0.136], [-0.231, 0.237, -0.075], [0.295, -0.056, 0.112], [-0.511, -0.559, -0.339], [-0.285, 0.424, -0.033], [0.254, -0.300, 0.305], [0.108, 0.067, 0.516], [-0.249, 0.263, -0.003], [0.083, 0.024, -0.070], [0.112, -0.233, -0.414], [-0.732, 0.214, 0.268], [-0.065, 0.266, 0.162], [-0.020, -0.046, -0.056], [0.078, -0.208, 0.223], [-0.460, -0.625, -0.290], [0.033, 0.049, 0.478], [0.064, -0.034, 0.245], [0.175, -0.689, -0.059], [-0.005, -0.029, 0.055], [0.084, -0.152, 0.340], [-0.041, 0.046, 0.336], [-0.076, 0.044, 0.000], [0.104, -0.027, -0.043], [0.166, -0.475, 0.013], [0.063, -0.512, 0.507], [0.071, -0.040, 0.089], [0.016, -0.092, -0.011], [0.052, 0.138, 0.455], [-0.066, -0.054, -0.032], [-0.302, 0.128, 0.101], [-0.052, 0.039, -0.099], [0.557, -0.021, 0.572], [-0.068, 0.442, 0.199], [0.003, 0.012, 0.105], [-0.016, -0.034, 0.151], [-0.076, 0.333, 0.131], [-0.008, 0.094, 0.051], [-0.047, 0.043, -0.180], [-0.033, 0.007, -0.062], [-0.123, 0.045, -0.096], [0.266, -0.042, 0.115], [-0.063, -0.058, -0.033], [-0.030, -0.031, -0.146], [-0.009, -0.125, -0.075], [-0.008, 0.281, -0.138], [0.068, 0.066, 0.003], [0.010, 0.030, 0.100], [0.118, -0.153, -0.025], [0.063, 0.077, -0.043], [0.243, -0.012, -0.119], [0.018, 0.049, -0.185], [-0.067, 0.018, 0.008], [-0.015, 0.052, 0.004], [0.067, 0.033, -0.152], [-0.033, -0.054, -0.002], [0.152, -0.223, 0.253], [-0.150, -0.209, -0.158], [0.138, -0.566, -0.141], [0.086, 0.056, -0.108], [-0.100, 0.049, -0.092], [0.086, -0.088, -0.109], [-0.008, 0.077, -0.186], [0.052, 0.041, 0.020], [-0.069, 0.176, -0.013], [0.035, -0.072, 0.051], [0.136, -0.223, -0.013], [0.030, 0.335, -0.050], [0.081, -0.034, -0.113], [-0.002, 0.063, -0.004], [-0.123, -0.097, 0.272], [-0.037, -0.215, -0.043], [-0.026, -0.142, 0.039], [-0.113, -0.039, -0.148], [0.317, 0.095, -0.153], [0.082, -0.120, -0.069], [0.015, 0.033, 0.103], [0.195, -0.058, -0.143], [0.135, 0.083, -0.064], [-0.029, -0.006, 0.034], [0.118, -0.125, -0.090], [-0.069, -0.100, -0.149], [-0.093, 0.054, -0.005], [-0.093, -0.066, 0.024], [0.059, -0.074, 0.063], [-0.029, 0.061, -0.185], [-0.111, -0.046, -0.182], [0.199, 0.262, 0.500], [0.027, 0.023, 0.034], [0.057, -0.234, -0.019], [-0.034, -0.016, 0.060], [-0.020, -0.015, -0.087], [0.131, 0.226, -0.090], [0.006, -0.062, 0.043], [-0.076, 0.072, -0.192], [0.022, -0.049, -0.017], [0.215, 0.206, 0.212], [-0.002, 0.123, -0.156], [0.012, 0.025, 0.021], [0.036, 0.200, -0.340], [0.099, 0.038, 0.133], [0.085, -0.108, 0.058], [0.060, -0.192, -0.168], [0.028, 0.067, 0.068], [0.044, 0.124, -0.063], [-0.532, 0.501, 0.136], [-0.128, 0.024, -0.081]],
  "e_above_lowest_kj_mol": 34.48,
  "charge": 1,
  "homo_lumo_gap_ev": 8.369,
  "energy_ev": -82205.5993,
  "fmax_ha_per_bohr": 0.020,
  "homo_ha": -0.3906
}